The following is a DFT calculation (ωB97M-V/def2-TZVPD) of one molecule with the formula C6H9Cl.

Element x y z (Å)
C: -0.824 -1.149 0.485
C: 0.105 -0.679 -1.762
C: 0.029 -0.340 -0.483
C: -0.365 -2.415 1.145
C: -0.128 1.926 0.601
C: 0.798 0.813 0.098
Cl: 1.209 -2.843 0.780
H: -1.136 -0.524 1.329
H: -1.765 -1.445 0.002
H: -0.448 -1.509 -2.168
H: 0.720 -0.129 -2.456
H: -0.892 2.137 -0.144
H: 0.437 2.837 0.781
H: -0.618 1.643 1.531
H: 1.419 0.459 0.927
H: 1.461 1.218 -0.667

Forces on atoms 1 to 6 (eV/Å):
0.4 0.1 -0.4
0.0 0.2 0.1
0.1 -0.5 0.3
-0.7 0.4 0.1
0.1 -0.1 0.0
-0.1 0.1 -0.1

Output
**Calculated total energy**: -18886.743 eV
**Kohn-Sham gap**: 8.5 eV